Arrangement a

C18H21ClN2O3S in the gas phase. Source: the OMol25 dataset; level of theory: the ωB97M-V functional and the def2-TZVPD basis.

Output
SMILES string: CS(=O)(=O)N(CCc1ccccc1)CC(=O)NCc1ccccc1Cl
LUMO energy, eV: 0.4
Kohn-Sham gap, eV: 9.45
Charge: 0

The geometry in XYZ format:
```
46
C18H21ClN2O3S the ωB97M-V functional and the def2-TZVPD basis
Cl -2.235 0.650 2.992
S -1.373 1.919 -0.938
O -2.321 0.860 -1.112
O -1.279 2.538 0.357
O 2.635 0.152 0.617
N 0.521 0.516 1.340
N 0.140 1.432 -1.404
C 1.275 1.756 -0.573
C -1.094 1.504 5.280
C -1.186 -2.466 -3.206
C 1.087 -3.829 -3.996
C -0.036 1.663 6.158
C -0.900 0.827 4.087
C 1.395 0.476 4.647
C 0.122 -1.069 -1.589
C -0.134 -4.129 -4.577
C 0.553 -0.417 2.447
C 1.566 0.723 0.528
C 0.215 0.294 -2.291
C 0.035 -2.160 -2.616
C -1.738 3.215 -2.145
C -1.271 -3.445 -4.179
C 0.346 0.298 3.755
C 1.210 1.150 5.841
C 1.170 -2.849 -3.023
H 1.061 2.716 -0.100
H 2.038 1.277 6.522
H 1.530 -0.904 2.423
H -2.069 1.902 5.515
H -1.707 2.777 -3.133
H 0.998 -1.217 -0.957
H -0.234 -1.168 2.305
H 1.976 -4.361 -4.302
H -0.200 -4.895 -5.336
H -0.188 2.189 7.087
H -2.725 3.603 -1.930
H 2.165 1.848 -1.202
H -2.071 -1.933 -2.889
H 1.148 0.361 -2.858
H 2.367 0.080 4.394
H -0.989 3.987 -2.033
H 2.123 -2.619 -2.568
H -2.225 -3.678 -4.627
H -0.302 1.100 1.242
H -0.775 -1.064 -0.967
H -0.624 0.389 -2.985
```

Listed below, in e, are the Löwdin charges computed for each atom: number 1, Cl, carries 0.747; number 2, S, carries 0.606; number 3, O, carries -0.281; number 4, O, carries -0.320; number 5, O, carries 0.054; number 6, N, carries 0.082; number 7, N, carries -0.253; number 8, C, carries -0.092; number 9, C, carries -0.104; number 10, C, carries -0.040; number 11, C, carries -0.086; number 12, C, carries -0.085; number 13, C, carries -0.586; number 14, C, carries -0.029; number 15, C, carries -0.130; number 16, C, carries -0.098; number 17, C, carries -0.139; number 18, C, carries -0.497; number 19, C, carries -0.175; number 20, C, carries -0.235; number 21, C, carries -0.107; number 22, C, carries -0.084; number 23, C, carries -0.223; number 24, C, carries -0.081; number 25, C, carries -0.040; number 26, H, carries 0.127; number 27, H, carries 0.103; number 28, H, carries 0.123; number 29, H, carries 0.103; number 30, H, carries 0.062; number 31, H, carries 0.109; number 32, H, carries 0.118; number 33, H, carries 0.101; number 34, H, carries 0.099; number 35, H, carries 0.104; number 36, H, carries 0.067; number 37, H, carries 0.136; number 38, H, carries 0.116; number 39, H, carries 0.139; number 40, H, carries 0.117; number 41, H, carries 0.065; number 42, H, carries 0.114; number 43, H, carries 0.101; number 44, H, carries 0.061; number 45, H, carries 0.111; number 46, H, carries 0.119



Arrangement b

C18H21ClN2O3S in the gas phase. Source: the OMol25 dataset; level of theory: the ωB97M-V functional and the def2-TZVPD basis.

Output
SMILES string: NC1CCN(C(=O)CCS(=O)(=O)c2ccc3cc(Cl)ccc3c2)CC1
LUMO energy, eV: -0.4
Kohn-Sham gap, eV: 8.34
Charge: 0

The geometry in XYZ format:
```
46
C18H21ClN2O3S the ωB97M-V functional and the def2-TZVPD basis
Cl 5.149 2.232 -1.471
S -0.539 -2.658 2.646
O -1.204 -3.740 1.877
O 0.074 -3.106 3.912
O -1.063 1.099 2.149
N -1.696 0.935 0.007
N -0.697 0.480 -4.082
C 0.899 -2.220 0.319
C 0.625 -1.764 1.597
C 2.855 1.203 1.732
C -2.500 -0.699 1.846
C 3.769 1.885 0.910
C 1.783 -1.542 -0.493
C -1.715 0.486 1.312
C 1.311 -0.672 2.101
C 2.483 -0.435 -0.038
C 4.021 1.402 -0.389
C -2.091 -0.141 -2.235
C -1.233 0.961 -2.827
C -1.825 -1.438 3.064
C 3.399 0.234 -0.850
C -0.126 1.276 -1.843
C -2.689 0.419 -0.932
C -0.657 1.836 -0.544
C 2.237 0.024 1.294
H 1.181 -0.339 3.105
H -1.396 -0.725 3.770
H -2.634 -1.441 1.098
H 3.630 -0.149 -1.802
H 0.425 -3.123 -0.114
H -1.099 2.828 -0.743
H 0.601 1.959 -2.259
H 0.427 0.384 -1.617
H -2.608 -2.003 3.573
H -3.376 1.236 -1.245
H -0.247 1.225 -4.578
H -1.426 -0.016 -4.644
H 4.290 2.750 1.274
H -3.474 -0.261 2.155
H -2.860 -0.465 -2.898
H -1.835 1.868 -2.962
H -3.387 -0.322 -0.525
H 0.173 1.937 0.129
H -1.485 -1.064 -1.994
H 2.658 1.571 2.725
H 1.870 -1.907 -1.508
```

Listed below, in e, are the Löwdin charges computed for each atom: number 1, Cl, carries 0.636; number 2, S, carries 0.742; number 3, O, carries -0.346; number 4, O, carries -0.330; number 5, O, carries 0.034; number 6, N, carries -0.017; number 7, N, carries 0.035; number 8, C, carries -0.052; number 9, C, carries -0.265; number 10, C, carries 0.000; number 11, C, carries -0.102; number 12, C, carries -0.075; number 13, C, carries -0.036; number 14, C, carries -0.436; number 15, C, carries 0.010; number 16, C, carries -0.188; number 17, C, carries -0.609; number 18, C, carries -0.139; number 19, C, carries -0.439; number 20, C, carries -0.200; number 21, C, carries -0.047; number 22, C, carries -0.147; number 23, C, carries -0.152; number 24, C, carries -0.106; number 25, C, carries -0.154; number 26, H, carries 0.125; number 27, H, carries 0.099; number 28, H, carries 0.087; number 29, H, carries 0.102; number 30, H, carries 0.130; number 31, H, carries 0.135; number 32, H, carries 0.122; number 33, H, carries 0.089; number 34, H, carries 0.107; number 35, H, carries 0.131; number 36, H, carries 0.065; number 37, H, carries 0.094; number 38, H, carries 0.100; number 39, H, carries 0.143; number 40, H, carries 0.102; number 41, H, carries 0.142; number 42, H, carries 0.117; number 43, H, carries 0.109; number 44, H, carries 0.140; number 45, H, carries 0.119; number 46, H, carries 0.125



Verdict on stability: arrangement a comes out on top.